Run P
Molecular formula: C6H14N5S
Method: DFT, ωB97M-V with the def2-TZVPD basis set

The geometry in XYZ format:
```
26
Properties=species:S:1:pos:R:3:nbo_charge:R:1
C -1.624 -1.390 -1.531 -0.090
C -2.048 0.257 0.301 0.688
C 0.095 0.035 -0.910 0.618
C 1.443 -1.992 1.651 -0.366
C 2.827 2.837 -0.143 -0.745
C 0.752 -2.119 0.556 -0.427
N -0.324 -0.873 -1.685 -0.468
N -2.507 -0.644 -0.582 -0.586
N -0.729 0.539 0.271 -0.636
N -2.849 0.923 1.177 -0.758
N 1.067 0.916 -1.050 -0.781
S 2.215 1.183 0.116 0.417
H -2.067 -1.475 -2.592 0.230
H 2.468 -1.577 1.662 0.195
H 1.308 -2.454 2.660 0.210
H -1.454 -2.509 -1.473 0.232
H 3.467 2.970 -0.985 0.242
H 3.348 2.720 0.756 0.236
H 2.008 3.622 0.102 0.238
H -0.210 -2.614 0.576 0.192
H 1.154 -1.763 -0.340 0.198
H -3.527 -0.917 -0.673 0.446
H -0.217 1.174 0.882 0.443
H -3.712 0.608 1.398 0.414
H -2.350 1.649 1.848 0.438
H 1.468 0.894 -1.992 0.421
```

Charge   +1
HOMO-LUMO gap   9.217 eV

Run Q
Molecular formula: C6H14N5S
Method: DFT, ωB97M-V with the def2-TZVPD basis set

The geometry in XYZ format:
```
26
Properties=species:S:1:pos:R:3:nbo_charge:R:1
H -0.904 -0.372 3.702 0.400
N -1.061 -0.085 2.696 -0.631
C -1.950 0.715 2.364 0.302
N -2.307 1.020 0.947 -0.621
C -1.606 0.940 -0.241 0.682
N -2.460 1.156 -1.268 -0.803
N -0.357 0.754 -0.281 -0.546
C 0.545 0.182 -1.122 0.576
C 1.900 0.843 -1.307 -0.486
C 2.242 1.308 0.113 -0.599
N 0.517 -1.088 -1.582 -0.683
S -0.862 -2.214 -1.512 0.447
C -0.019 -3.331 -0.368 -0.761
H -2.701 1.367 2.821 0.179
H -3.248 1.218 0.625 0.395
H -2.044 1.107 -2.180 0.406
H -3.397 1.534 -1.262 0.422
H 2.736 0.251 -1.761 0.238
H 1.727 1.594 -2.154 0.253
H 2.090 0.388 0.775 0.216
H 1.745 2.219 0.479 0.239
H 3.239 1.500 0.254 0.227
H 1.437 -1.263 -1.920 0.418
H 0.662 -2.799 0.261 0.241
H 0.626 -4.104 -0.922 0.236
H -0.860 -3.873 0.137 0.254
```

Structure (SMILES)   [H]/N=C/N/C(N)=N/C(CC)=[NH+]\SC
Charge   +1
HOMO-LUMO gap   9.960 eV

Short version: run P is the least stable of them.